{"formula": "C7H29NO6", "method": "wB97M-V/def2-TZVPD", "elements": ["C", "C", "C", "C", "C", "N", "C", "C", "H", "H", "H", "H", "H", "H", "H", "H", "H", "H", "H", "H", "H", "H", "H", "H", "H", "H", "H", "O", "H", "H", "O", "H", "H", "O", "H", "H", "O", "H", "H", "O", "H", "H", "O"], "positions_angstrom": [[-1.36934, 1.31865, 0.02655], [-2.12296, 0.09982, 0.63332], [-2.67718, 0.35974, 2.03843], [-3.24731, -0.39084, -0.36735], [-0.16266, 1.05133, -0.85571], [0.94934, 1.94216, -0.72652], [2.03176, 1.91431, -1.78184], [2.48073, 0.49886, -2.01895], [-1.15946, 2.03252, 0.82574], [-2.15868, 1.84581, -0.56561], [-1.41375, -0.72540, 0.68735], [-3.30258, 1.24529, 2.13255], [-1.85903, 0.61330, 2.73297], [-3.09259, -0.56727, 2.42173], [-3.63654, -1.43591, -0.30267], [-2.86018, -0.64732, -1.38608], [-4.01591, 0.31147, -0.19392], [0.09784, 0.02339, -0.48619], [-0.44698, 0.93135, -1.91890], [0.48839, 2.85503, -0.89557], [2.81192, 2.64196, -1.47307], [1.51774, 2.35728, -2.63338], [2.56658, -0.32024, -1.31369], [1.83036, 0.16748, -2.85851], [3.40869, 0.46040, -2.67125], [2.03537, -0.28129, 0.88127], [1.86809, 1.10728, 0.62048], [2.20601, 0.53669, 1.36952], [0.36825, -2.44290, 1.39062], [-0.48639, -3.62259, 0.87594], [-0.05377, -2.81972, 0.57160], [2.35757, -3.43000, -1.34696], [1.13307, -2.70674, -0.69761], [1.73419, -2.71072, -1.46464], [-1.37192, -1.17312, -2.71828], [0.21349, -1.00661, -2.61609], [-0.58676, -0.75974, -3.09017], [1.52680, 1.73200, 3.10447], [0.36135, 1.61576, 2.26572], [0.57100, 1.60806, 3.21270], [1.68521, -1.82053, 3.30951], [0.65914, -0.78592, 2.72356], [1.12111, -1.62312, 2.55889]], "nbo_charge": [-0.424, -0.204, -0.625, -0.628, -0.248, -0.661, -0.214, -0.675, 0.202, 0.204, 0.207, 0.209, 0.217, 0.215, 0.214, 0.200, 0.211, 0.167, 0.219, 0.361, 0.201, 0.182, 0.247, 0.216, 0.228, 0.469, 0.489, -0.996, 0.507, 0.479, -0.997, 0.471, 0.500, -0.996, 0.474, 0.493, -0.957, 0.485, 0.471, -0.954, 0.499, 0.518, -0.975], "total_charge": 0, "gap_ev": 9.5266, "relative_energy_kj_mol": 39.0, "multiplicity": 1, "total_energy_ha": -790.235731}

---

{"formula": "C6H13CuO4", "method": "wB97M-V/def2-TZVPD", "elements": ["O", "C", "C", "C", "C", "O", "Cu", "H", "H", "H", "H", "H", "H", "H", "O", "C", "C", "O", "H", "H", "H", "H", "H", "H"], "positions_angstrom": [[-4.77928, -0.34400, -0.28870], [-3.64150, -0.75175, -0.36990], [-2.64321, -0.73417, 0.75154], [-1.25683, -0.25195, 0.31675], [-1.25390, 1.22463, -0.04547], [0.02175, 1.68072, -0.47426], [1.54861, 2.61230, 0.50159], [-3.27676, -1.19927, -1.32403], [-2.56176, -1.78034, 1.09308], [-3.04337, -0.14188, 1.58617], [-0.91269, -0.83863, -0.55029], [-0.53713, -0.43446, 1.12640], [-1.52459, 1.84026, 0.82355], [-1.99365, 1.43988, -0.83457], [2.60596, 0.96478, -0.30316], [2.70980, -0.23056, 0.31788], [2.84026, -1.42881, -0.60860], [2.94917, -2.56478, 0.22021], [0.35629, 1.13201, -1.23138], [1.88851, -0.36556, 1.05445], [3.61877, -0.15394, 0.96754], [3.72788, -1.30387, -1.24976], [1.94760, -1.48423, -1.25314], [2.94875, -3.35993, -0.31758]], "mulliken_spin": [0.000, 0.000, 0.000, -0.002, 0.004, 0.016, 0.023, 0.000, 0.000, 0.000, -0.001, 0.006, 0.000, 0.000, 0.786, 0.009, -0.008, 0.002, -0.006, 0.066, 0.104, 0.000, 0.001, 0.000], "total_charge": 1, "gap_ev": [7.5782, 5.9015], "relative_energy_kj_mol": 0.0, "multiplicity": 2, "total_energy_ha": -2177.477071}

---

{"formula": "C2BiF6NO4S2", "method": "wB97M-V/def2-TZVPD", "elements": ["C", "F", "F", "F", "Bi", "N", "S", "O", "O", "S", "O", "O", "C", "F", "F", "F"], "positions_angstrom": [[1.68803, 0.57690, 1.56234], [2.30023, 0.38864, 2.72154], [2.27028, -0.25643, 0.71385], [1.77353, 1.87006, 1.33266], [-1.70980, 2.35193, 0.10576], [-0.40557, -0.92058, 0.42458], [-0.17493, 0.01914, 1.66587], [-0.86315, 1.34212, 1.60469], [-0.33384, -0.68692, 2.91493], [-1.26919, -0.67367, -0.88385], [-1.83245, 0.70726, -0.99300], [-2.20130, -1.75051, -1.12466], [-0.01710, -0.73453, -2.27300], [1.16301, -0.37970, -1.81733], [0.02315, -1.95928, -2.74842], [-0.41090, 0.10557, -3.20596]], "nbo_charge": [0.811, -0.251, -0.259, -0.288, 2.416, -1.114, 2.126, -1.074, -0.719, 2.142, -1.080, -0.720, 0.794, -0.275, -0.234, -0.275], "total_charge": 2, "gap_ev": 6.5329, "relative_energy_kj_mol": 0.0, "multiplicity": 1, "total_energy_ha": -2041.220993}

---

- What is the formula in the second record?
  C6H13CuO4